No. 1
Molecular formula: C2H3CsFO2
Method: DFT, ωB97M-V/def2-TZVPD

Geometry as XYZ:
```
9
Properties=species:S:1:pos:R:3
C 0.4798 -0.9680 1.9238
C 0.6822 -2.0912 1.0048
O 1.2918 -0.7675 0.3702
F -0.8209 0.2534 1.6632
H 0.6825 -1.1213 2.9927
H 1.3003 -2.9144 1.3983
Cs -0.4277 1.3909 -1.3007
O -0.4538 -2.5536 0.3313
H -0.1774 -2.9614 -0.4983
```

Results
HOMO (alpha / beta) (eV): -4.41 / -8.56
2S+1: 2
Kohn-Sham gap (alpha / beta) (hartree): 0.1360 / 0.2876
Net charge: 0

No. 2
Molecular formula: C21H26BrN3O4Te4Ti
Method: DFT, ωB97M-V/def2-TZVPD

Geometry as XYZ:
```
60
Properties=species:S:1:pos:R:3
Ti -0.7886 0.4909 -0.0175
C -2.0815 4.3637 1.0810
C -1.1364 3.2884 0.6376
O -1.5839 2.0976 0.7961
C 0.0336 3.6050 -0.0478
C 1.0611 2.6996 -0.4716
C 2.3975 3.2255 -0.8923
N 0.9115 1.4025 -0.3325
N 2.0316 0.5544 -0.2313
C 1.6531 -0.6633 0.0970
O 0.4155 -1.0174 0.2927
C 2.7116 -1.6955 0.2778
C 4.0268 -1.4685 -0.1214
C 4.9939 -2.4428 0.0691
C 4.6607 -3.6596 0.6555
C 3.3482 -3.8962 1.0346
C 2.3773 -2.9208 0.8383
H -2.4466 4.1578 2.0887
H -2.9440 4.3830 0.4102
H -1.6046 5.3440 1.0681
H 0.2533 4.6572 -0.1721
H 2.4327 4.3097 -0.7937
H 2.6066 2.9584 -1.9305
H 3.1808 2.7783 -0.2814
H 4.2672 -0.5201 -0.5829
H 6.0128 -2.2612 -0.2529
H 5.4196 -4.4183 0.8066
H 3.0757 -4.8491 1.4718
H 1.3473 -3.1032 1.1135
C -3.9356 0.1871 0.4403
O -2.6373 -0.4136 0.4270
C -2.2114 -1.1043 1.6091
C -1.6750 -0.2269 2.7683
O -0.4068 0.3509 2.4630
C 0.3684 0.6918 3.5833
H -4.6227 -0.4494 1.0047
H -4.2588 0.2601 -0.5943
H -3.8978 1.1862 0.8713
H -1.4068 -1.7798 1.3190
H -3.0353 -1.7157 1.9867
H -1.5865 -0.9091 3.6243
H -2.3980 0.5533 3.0333
H -0.1466 1.4232 4.2181
H 1.2924 1.1278 3.2096
H 0.6020 -0.1970 4.1814
Te -2.7964 2.9220 -4.0570
Te -3.9226 4.6188 -6.0483
Te -5.5006 2.6985 -3.6732
Te -1.5829 1.5035 -2.0107
Br 1.3173 -5.0511 -2.9160
C 0.3484 -3.4823 -2.4441
C -1.0056 -3.5619 -2.0686
C -1.7054 -2.4117 -1.8105
N -1.1707 -1.1402 -1.8909
C 0.1412 -1.1159 -2.3250
C 0.9242 -2.1928 -2.6220
H -1.5009 -4.5215 -1.9780
H -2.7539 -2.4526 -1.5349
H 0.5815 -0.1364 -2.4352
H 1.9491 -2.0609 -2.9414
```

Results
HOMO (alpha / beta) (eV): 0.60 / 0.67
2S+1: 3
Kohn-Sham gap (alpha / beta) (hartree): 0.1035 / 0.1009
Net charge: -2

No. 3
Molecular formula: C2H8NO2
Method: DFT, ωB97M-V/def2-TZVPD

Geometry as XYZ:
```
13
Properties=species:S:1:pos:R:3
C 0.2166 1.1756 -1.6999
O 0.7826 -0.0180 -1.1676
H -0.2394 0.9369 -2.7391
H -0.6349 1.5108 -1.0454
H 0.8908 2.0125 -1.8959
N 0.6609 -0.1971 1.6798
C -0.6348 -0.6912 1.2494
O -0.6990 -1.5347 0.1351
H 1.0965 -0.9927 2.1654
H 1.1676 -0.0131 0.7988
H -1.0920 -1.2908 2.0838
H -1.3576 0.1361 0.9938
H -0.1573 -1.0342 -0.5581
```

Results
HOMO (alpha / beta) (eV): -9.75 / -9.71
2S+1: 2
Kohn-Sham gap (alpha / beta) (hartree): 0.3865 / 0.2520
Net charge: 0

No. 4
Molecular formula: C4H19N3O5
Method: DFT, ωB97M-V/def2-TZVPD

Geometry as XYZ:
```
31
Properties=species:S:1:pos:R:3
C 2.7629 2.0564 0.7486
N 2.3267 1.0002 -0.1906
C 1.0929 0.3149 0.2787
C 0.9443 -1.0242 -0.4574
N 0.1731 -1.9824 0.3365
C -1.1647 -2.1151 0.2367
N -1.6831 -1.8781 -1.0714
O -1.9385 -2.4419 1.1182
H 3.4242 2.7054 0.1808
H 1.8884 2.5975 1.0702
H 3.2453 1.5635 1.5945
H 3.0165 0.2670 -0.2900
H 0.2610 0.9547 -0.0158
H 1.0366 0.3177 1.3745
H 0.3798 -0.7996 -1.3459
H 1.9241 -1.4732 -0.6217
H 0.4628 -2.1429 1.2900
H -2.6888 -1.9424 -1.0165
H -1.3370 -2.5332 -1.7518
O -2.1272 -1.6075 4.2676
H -2.1340 -2.2252 3.5295
H -2.8555 -1.0155 4.0633
O -1.2325 1.9241 -1.6687
H -1.6572 1.2793 -2.2413
H -1.1118 2.7084 -2.2131
O 0.9769 1.1366 -2.9363
H 1.8169 0.7582 -3.2254
H 1.1201 1.2170 -1.9810
O -2.4126 0.8490 0.6883
H -2.3632 0.0139 0.2122
H -2.1463 1.5174 0.0373
```

Results
HOMO (eV): -9.37
Kohn-Sham gap (hartree): 0.3615
Net charge: 0
SMILES: CNCCNC(N)=O.O.O.O.O

No. 5
Molecular formula: C9H15BrO4
Method: DFT, ωB97M-V/def2-TZVPD

Geometry as XYZ:
```
29
Properties=species:S:1:pos:R:3
C -0.7368 3.3353 0.4690
O -0.7070 2.0563 0.9643
C -0.0076 1.1099 0.1743
O -0.4885 1.1580 -1.1028
C 0.5566 1.2284 -2.0155
C -0.3821 -0.3217 0.7468
O -1.0420 -0.1359 1.9901
C -1.3269 -1.0533 -0.1588
Br -3.0532 -0.2908 -0.2198
C -1.0922 -2.2715 -0.6351
C 0.2909 -2.8885 -0.6017
C 1.3681 -1.9040 -0.0950
C 0.7492 -1.2619 1.1528
O 1.5716 -0.5201 1.9680
H -1.5721 3.8740 0.8185
H -0.6947 3.3549 -0.7286
H 0.1501 4.0643 0.8300
H 1.0241 1.2753 0.2779
H 0.3479 2.0372 -2.7146
H 0.9002 0.3647 -2.5887
H 1.4175 1.5883 -1.4994
H -1.2933 0.7977 1.8556
H -1.8923 -2.9306 -0.9892
H 0.1821 -3.8431 -0.0923
H 0.5326 -3.0413 -1.6191
H 2.2472 -2.3380 0.3263
H 1.7047 -1.3065 -0.8985
H 0.2396 -2.1079 1.7398
H 1.0063 -0.0293 2.6458
```

Results
HOMO (eV): -8.92
Kohn-Sham gap (hartree): 0.3553
Net charge: 0
SMILES: COC(OC)[C@@]1(O)C(Br)=CCC[C@H]1O

No. 6
Molecular formula: C22H15F3N3O7Ti
Method: DFT, ωB97M-V/def2-TZVPD

Geometry as XYZ:
```
51
Properties=species:S:1:pos:R:3
Ti 0.3149 0.0243 -0.1232
O 0.5717 4.1686 -1.2493
C 1.7248 4.4405 -0.6011
C 2.1239 5.7751 -0.5543
C 3.2835 6.1362 0.1049
C 4.0679 5.1692 0.7292
C 3.6700 3.8447 0.6839
C 2.5038 3.4560 0.0247
C 2.1016 2.0301 -0.0077
O 1.1542 1.6443 -0.8535
N 2.6854 1.1682 0.7708
N 2.1217 -0.0651 0.5496
C 2.7904 -1.2411 0.7897
C 2.2243 -2.2731 0.1086
C 2.6701 -3.6381 0.1166
C 2.0778 -4.5520 -0.6776
C 0.9914 -4.1541 -1.5241
C 0.5744 -2.8671 -1.4828
N 1.1331 -1.8972 -0.7006
H 0.4281 3.1989 -1.2032
H 1.4979 6.5125 -1.0429
H 3.5790 7.1787 0.1339
H 4.9788 5.4475 1.2435
H 4.2565 3.0696 1.1605
H 3.7081 -1.2907 1.3546
H 3.4895 -3.9075 0.7736
H 2.4236 -5.5790 -0.6795
H 0.5047 -4.8551 -2.1885
H -0.2461 -2.5476 -2.1134
F -1.5663 -0.2060 3.3911
C -1.0102 0.8629 2.8153
F 0.2679 0.5488 2.5286
F -0.9804 1.8477 3.7212
C -1.7714 1.3127 1.5413
O -2.9621 1.4889 1.6517
O -0.9916 1.4725 0.5289
O -3.0482 -2.6943 1.5448
C -3.5766 -2.5004 0.3342
C -4.7951 -3.1326 0.0622
C -5.4093 -2.9534 -1.1553
C -4.8389 -2.1473 -2.1429
C -3.6289 -1.5396 -1.8877
C -2.9861 -1.7115 -0.6638
C -1.6721 -1.0925 -0.4609
O -1.0670 -0.4727 -1.3961
O -1.0741 -1.1854 0.6550
H -2.2202 -2.1817 1.6197
H -5.2360 -3.7491 0.8348
H -6.3544 -3.4485 -1.3456
H -5.3371 -2.0018 -3.0914
H -3.1469 -0.9134 -2.6275
```

Results
HOMO (alpha / beta) (eV): -3.38 / -3.37
Kohn-Sham gap (alpha / beta) (hartree): 0.2152 / 0.2147
Net charge: -1

No. 7
Molecular formula: C3H2CeO3
Method: DFT, ωB97M-V/def2-TZVPD

Geometry as XYZ:
```
9
Properties=species:S:1:pos:R:3
O 1.4735 -1.1348 0.0259
C 0.2833 -1.6276 -0.0102
C -0.7807 -0.7951 0.2831
O -0.5814 0.6258 0.2180
Ce 1.7192 1.0743 0.3192
H 0.1079 -2.6448 -0.3793
C -1.9004 -0.2770 -0.3248
O -3.1847 -0.3967 -0.1555
H -3.4688 -1.0356 0.5154
```

Results
HOMO (alpha / beta) (eV): -16.55 / -17.41
2S+1: 3
Kohn-Sham gap (alpha / beta) (hartree): 0.2228 / 0.2713
Net charge: +2